1.
{
  "formula": "C4H5NO",
  "method": "wB97M-V/def2-TZVPD",
  "symbols": ["C", "N", "O", "H", "C", "C", "C", "H", "H", "H", "H"],
  "coordinates": [[2.42964, -0.78749, -0.09214], [1.52118, -1.41524, 0.25184], [0.57932, -2.07362, 0.61175], [3.16293, -0.09703, -0.43598], [0.29575, 1.52396, -0.45276], [-0.67721, 0.87634, -0.16222], [-1.87846, 0.11467, 0.17891], [1.14920, 2.11073, -0.71056], [-1.95747, -0.02051, 1.26155], [-2.77043, 0.64495, -0.16927], [-1.85446, -0.87674, -0.28113]],
  "atomic_forces_ev_per_a": [[-0.6, -0.5, 0.3], [0.6, 0.4, -0.2], [0.2, 0.1, -0.1], [0.0, -0.1, 0.1], [-0.4, -0.2, 0.1], [0.4, 0.3, -0.1], [-0.1, 0.0, 0.0], [-0.2, -0.1, 0.0], [0.0, 0.0, -0.2], [0.1, -0.1, 0.0], [0.0, 0.1, 0.1]],
  "lowdin_charge": [0.133, -0.220, 0.011, 0.077, 0.066, -0.206, -0.115, 0.022, 0.082, 0.077, 0.074],
  "relative_energy_kj_mol": 475.4,
  "smiles": "C#[N+][O-].C#CC",
  "gap_ev": 10.7,
  "e_tot_ev": -7761.5996,
  "multiplicity": 1,
  "total_charge": 0,
  "homo_ev": -9.7
}


2.
{
  "formula": "C4H5NO",
  "method": "wB97M-V/def2-TZVPD",
  "symbols": ["C", "C", "C", "O", "C", "N", "H", "H", "H", "H", "H"],
  "coordinates": [[-1.61250, -0.24699, -0.03700], [-0.02431, 0.02443, 0.01188], [-0.23701, 1.30980, 0.21052], [2.46986, 0.69117, 0.03893], [2.12692, -0.43472, -0.27047], [0.82048, -0.90937, -0.30715], [-1.71773, -1.09010, 0.64761], [-1.81381, -0.52737, -1.07125], [-2.35163, 0.51968, 0.25161], [-0.52285, 1.86885, 1.08842], [2.86257, -1.20539, -0.56312]],
  "atomic_forces_ev_per_a": [[0.0, -0.2, -0.1], [-0.3, 0.2, -0.1], [0.1, -0.2, -0.2], [-0.2, -0.2, 0.0], [0.0, 0.1, 0.1], [-0.2, 0.1, 0.1], [0.0, 0.0, -0.1], [0.0, 0.0, 0.2], [0.6, 0.0, -0.1], [0.2, 0.0, 0.1], [-0.2, 0.2, 0.0]],
  "lowdin_charge": [-0.012, -0.466, 0.252, 0.019, -0.353, 0.084, 0.095, 0.094, 0.089, 0.079, 0.119],
  "relative_energy_kj_mol": 392.4,
  "gap_ev": 9.0,
  "e_tot_ev": -7762.4593,
  "multiplicity": 1,
  "total_charge": 0,
  "homo_ev": -9.3
}


3.
{
  "formula": "C4H5NO",
  "method": "wB97M-V/def2-TZVPD",
  "symbols": ["C", "C", "N", "C", "C", "O", "H", "H", "H", "H", "H"],
  "coordinates": [[-2.65162, -0.82012, -0.07332], [-1.64995, -0.17776, 0.12959], [-0.77270, 0.84647, -0.02656], [0.56471, 0.69187, 0.16041], [1.19876, -0.47911, 0.21451], [2.58371, -0.54996, -0.06713], [-3.30853, -1.48912, 0.35716], [-1.06992, 1.73069, -0.44414], [1.25756, 1.46262, 0.03457], [0.86446, -1.41198, 0.26170], [2.98352, 0.19640, -0.54679]],
  "atomic_forces_ev_per_a": [[0.8, -0.5, 0.5], [0.6, 2.5, -1.3], [-1.7, 0.6, 0.5], [1.5, -2.7, -0.4], [3.0, 3.9, -1.3], [-0.1, -0.2, 0.7], [-1.5, -0.9, 0.2], [-0.2, -0.8, 0.5], [0.2, 1.9, -0.2], [-1.9, -3.6, 0.4], [-0.9, -0.2, 0.4]],
  "lowdin_charge": [0.110, -0.184, -0.018, -0.144, -0.137, -0.049, -0.002, 0.160, 0.103, 0.069, 0.093],
  "relative_energy_kj_mol": 392.2,
  "smiles": "C#CN/C=C/O",
  "gap_ev": 8.5,
  "e_tot_ev": -7762.4612,
  "multiplicity": 1,
  "total_charge": 0,
  "homo_ev": -7.8
}


4.
{
  "formula": "C4H5NO",
  "method": "wB97M-V/def2-TZVPD",
  "symbols": ["C", "C", "C", "C", "N", "O", "H", "H", "H", "H", "H"],
  "coordinates": [[0.80863, 1.57592, 0.29208], [0.76104, 0.27868, -0.46852], [0.16078, -0.79955, -0.05237], [-0.62944, -1.80399, 0.24936], [-2.02989, -1.79229, -0.15572], [-2.41454, -0.73794, -0.59935], [0.31744, 1.48558, 1.26367], [1.84000, 1.90989, 0.44316], [0.28861, 2.34789, -0.28582], [1.22959, 0.24626, -1.45214], [-0.33224, -2.71044, 0.76566]],
  "atomic_forces_ev_per_a": [[0.0, 0.1, 0.1], [-0.1, -0.2, 0.1], [0.0, 0.2, -0.1], [0.2, 0.0, 0.0], [-0.1, 0.5, -0.2], [0.0, -0.5, 0.2], [0.1, 0.0, -0.1], [-0.1, -0.1, 0.0], [0.1, -0.1, 0.1], [0.0, 0.0, 0.1], [0.0, 0.2, -0.1]],
  "lowdin_charge": [-0.088, -0.133, -0.024, -0.117, -0.056, -0.027, 0.080, 0.075, 0.080, 0.117, 0.093],
  "relative_energy_kj_mol": 394.2,
  "smiles": "CC=C=CN=O",
  "gap_ev": 8.6,
  "e_tot_ev": -7762.4406,
  "multiplicity": 1,
  "total_charge": 0,
  "homo_ev": -9.0
}


5.
{
  "formula": "C4H5NO",
  "method": "wB97M-V/def2-TZVPD",
  "symbols": ["C", "C", "C", "N", "C", "O", "H", "H", "H", "H", "H"],
  "coordinates": [[-1.19773, -0.24930, 0.00988], [0.22841, 0.16314, -0.18596], [0.45076, 1.60570, -0.38153], [0.56811, 2.73282, -0.61816], [1.48832, -0.88307, 0.36172], [1.07521, -0.56763, -0.97275], [-1.72592, -0.05549, -0.92515], [-1.23989, -1.31306, 0.24142], [-1.68243, 0.31453, 0.81467], [1.08566, 0.04371, 0.98416], [0.94951, -1.79134, 0.67171]],
  "atomic_forces_ev_per_a": [[-0.2, -0.2, -0.2], [-0.6, -0.1, -0.9], [0.0, 0.9, 0.0], [-0.1, -1.2, 0.4], [-1.0, 0.6, 0.7], [0.1, 0.2, -0.3], [-0.2, 0.0, 0.1], [-0.1, 0.1, -0.1], [0.2, -0.1, -0.2], [1.8, -0.3, 0.4], [0.0, 0.2, 0.1]],
  "lowdin_charge": [-0.009, -0.506, -0.120, 0.184, 0.019, -0.058, 0.098, 0.090, 0.101, 0.125, 0.074],
  "relative_energy_kj_mol": 463.7,
  "smiles": "C[C@@]1(C#N)CO1",
  "gap_ev": 9.8,
  "e_tot_ev": -7761.7205,
  "multiplicity": 1,
  "total_charge": 0,
  "homo_ev": -9.3
}


6.
{
  "formula": "C4H5NO",
  "method": "wB97M-V/def2-TZVPD",
  "symbols": ["N", "C", "C", "C", "C", "O", "H", "H", "H", "H", "H"],
  "coordinates": [[0.69813, -2.36414, 2.53698], [0.24725, -1.72038, 1.68576], [-0.31967, -0.89019, 0.66097], [0.43350, -0.22332, -0.21771], [-0.14939, 0.78010, -1.17249], [0.11372, 2.08746, -0.69986], [-1.40469, -0.80348, 0.65622], [1.51712, -0.31879, -0.18982], [0.32795, 0.71537, -2.15369], [-1.22702, 0.59761, -1.30594], [-0.23690, 2.13976, 0.19958]],
  "atomic_forces_ev_per_a": [[-0.5, 0.6, -0.9], [0.4, -0.6, 0.8], [0.1, 0.1, -0.2], [-0.1, -0.1, 0.2], [0.0, -0.3, -0.2], [-0.1, 0.1, 0.2], [0.2, 0.0, 0.0], [-0.1, 0.0, 0.0], [-0.1, 0.0, 0.1], [0.2, 0.1, 0.1], [0.1, 0.1, -0.2]],
  "lowdin_charge": [0.144, -0.227, -0.104, -0.065, -0.267, -0.054, 0.114, 0.126, 0.122, 0.119, 0.093],
  "relative_energy_kj_mol": 116.1,
  "smiles": "N#C/C=C/CO",
  "gap_ev": 10.7,
  "e_tot_ev": -7765.3230,
  "multiplicity": 1,
  "total_charge": 0,
  "homo_ev": -10.5
}


7.
{
  "formula": "C4H5NO",
  "method": "wB97M-V/def2-TZVPD",
  "symbols": ["O", "C", "C", "C", "C", "N", "H", "H", "H", "H", "H"],
  "coordinates": [[-0.70526, 2.38678, -0.11134], [-0.42327, 1.20825, 0.02403], [-0.81484, 0.15719, 0.99908], [-0.18546, -0.97147, 0.66690], [0.68757, -0.77247, -0.56638], [0.42854, 0.63188, -0.85155], [-1.49545, 0.34039, 1.81838], [-0.26250, -1.92569, 1.18546], [1.73658, -1.00425, -0.32891], [0.37919, -1.46309, -1.36547], [0.64049, 1.42639, -1.45496]],
  "atomic_forces_ev_per_a": [[-0.6, 0.0, 0.8], [-0.2, 0.2, 0.1], [0.0, -0.1, 0.0], [0.0, 0.2, 0.0], [-0.1, 0.1, 0.0], [-0.3, 0.3, 0.2], [0.1, -0.1, -0.1], [0.1, 0.2, -0.2], [-0.2, 0.2, -0.1], [0.0, 0.3, 0.0], [1.1, -1.4, -0.9]],
  "lowdin_charge": [0.037, -0.529, 0.014, -0.046, -0.157, 0.056, 0.111, 0.109, 0.121, 0.121, 0.162],
  "relative_energy_kj_mol": 41.4,
  "smiles": "O=C1C=CCN1",
  "gap_ev": 10.6,
  "e_tot_ev": -7766.0970,
  "multiplicity": 1,
  "total_charge": 0,
  "homo_ev": -9.7
}


8.
{
  "formula": "C4H5NO",
  "method": "wB97M-V/def2-TZVPD",
  "symbols": ["O", "C", "C", "C", "C", "N", "H", "H", "H", "H", "H"],
  "coordinates": [[-1.86972, 0.09960, 1.14676], [-1.66792, 0.03484, -0.11471], [-0.36826, -0.46571, -0.38147], [0.80571, 0.48584, -0.10519], [2.02961, -0.25591, 0.23182], [2.98952, -0.85036, 0.48294], [-2.48663, 0.29389, -0.79286], [-0.22326, -1.05150, -1.28897], [-0.82211, -0.57060, 1.07547], [0.57962, 1.16649, 0.72351], [1.03344, 1.11343, -0.97732]],
  "atomic_forces_ev_per_a": [[0.2, -0.1, -0.1], [0.1, -0.1, 0.0], [-0.1, 0.0, -0.4], [0.0, 0.1, 0.1], [0.8, -0.5, 0.2], [-0.9, 0.6, -0.3], [0.1, -0.1, 0.1], [0.0, 0.1, 0.1], [-0.2, 0.1, 0.2], [0.0, -0.1, -0.1], [0.0, -0.1, 0.1]],
  "lowdin_charge": [0.012, -0.223, -0.171, -0.207, -0.233, 0.136, 0.134, 0.102, 0.213, 0.121, 0.116],
  "relative_energy_kj_mol": 364.5,
  "gap_ev": 9.1,
  "e_tot_ev": -7762.7492,
  "multiplicity": 1,
  "total_charge": 0,
  "homo_ev": -9.3
}


Number 2 is which compound? C4H5NO


Which formula does entry 2 have? C4H5NO